The following is a DFT calculation (ωB97M-V/def2-TZVPD) of a molecular structure, C29H48AuBIN3P2.

The value obtained for the highest occupied orbital energy is -13.2827 eV.

Structure (ORCA input):
```
! RIJCOSX wB97M-V def2-TZVPD def2/J DEFGRID3
* xyz 2 1
Au 0.17453 0.66344 0.14681
I -5.11383 2.80513 2.09826
P -1.35750 0.70152 -1.79253
P 1.76562 -0.46676 1.62435
N 0.61659 -0.90847 -2.42197
N 1.75637 -1.82402 -0.66353
N -0.92653 2.06412 1.55685
C -1.92314 2.33068 -2.52460
C 2.29045 -4.02558 -1.79997
C -2.26296 2.11334 1.47515
C 1.76098 -2.74992 -1.72458
C -0.65464 3.15853 -2.79754
C -2.94200 -1.30102 -2.99534
C 3.11231 1.88303 2.35427
C -2.14383 -1.72319 -0.67050
C -2.44853 3.53476 3.37752
C 2.27774 -1.97934 0.66291
C 0.88980 -2.88697 -3.98714
C 0.90087 -0.11601 4.28731
C 3.95797 0.61647 0.39317
C -2.68952 2.08133 -3.82722
C 1.84487 -2.34723 3.73557
C 3.36309 0.47860 1.80361
C -3.98249 -0.08822 -1.08117
C 1.41092 -4.17330 -4.05326
C -0.34604 2.76237 2.54558
C -2.66558 -0.64905 -1.63547
C -0.37554 -1.65936 2.78473
C 1.02267 -1.17322 3.18688
C -0.21027 0.05291 -3.10263
C 2.09734 -4.73305 -2.97952
C -2.80192 3.13655 -1.56145
C 1.06321 -2.18585 -2.80750
C 4.34800 -0.25875 2.71692
C -1.06605 3.50179 3.46282
C -3.05870 2.82415 2.35414
B 1.02339 -0.70756 -1.09321
H 0.34101 -0.55040 5.11780
H -0.14329 2.85978 -3.71100
H 1.28695 -4.74735 -4.96118
H 4.02457 -0.25080 3.75724
H -2.10136 -1.90585 -3.33510
H -2.71396 1.55484 0.67371
H -2.84161 3.04620 -4.31589
H -0.34827 -2.37366 1.95737
H 1.87421 0.18702 4.67382
H 1.36557 -2.66442 4.66423
H -3.67318 1.64843 -3.64754
H -4.65701 -0.92727 -0.90135
H -3.71385 2.61672 -1.26772
H 2.50145 2.47498 1.66813
H -2.94141 -2.45213 -0.51125
H -3.03537 4.10491 4.08551
H 4.07138 2.39441 2.45200
H -0.54427 4.05094 4.23425
H 4.75310 1.36294 0.43011
H 2.48994 -5.73672 -3.06574
H -0.83169 -2.16400 3.63868
H 0.05663 3.12194 -1.96702
H 2.65176 1.87024 3.34254
H 4.52205 -1.29070 2.40947
H -1.02248 -0.82369 2.50564
H -0.74315 -0.37168 -3.94927
H 2.86802 -2.07168 3.97735
H 1.89773 -2.88250 1.14051
H 4.39785 -0.31153 0.02939
H 2.84575 -4.45788 -0.97740
H -3.87108 0.42989 -0.12992
H 0.38424 0.88740 -3.47041
H -3.09967 4.05788 -2.06548
H 1.86045 -3.21550 3.07954
H -0.95087 4.20079 -2.92288
H -2.24991 3.43014 -0.66802
H 0.37995 -2.45190 -4.83752
H 5.30843 0.25855 2.67086
H 3.22475 0.96108 -0.34053
H -3.79134 -1.97608 -2.87091
H -3.20723 -0.58608 -3.77181
H -1.88508 -1.30477 0.30474
H 0.72969 2.74778 2.58002
H -1.27962 -2.25768 -1.06868
H -2.14514 1.44889 -4.52928
H 3.36783 -2.03998 0.67272
H -4.47594 0.57964 -1.78754
H 0.35583 0.76708 3.96012
*
```